# 1
94
Properties=species:S:1:pos:R:3 method="wB97M-V/def2-TZVPD" homo_lumo_gap_ev=8.95 e_homo_ha=-0.3311 smiles="CC[C@H](I)N1C(=O)c2cccc(CCF)c2C1=O.CCO.CCO.CCO.CCO.CCO.CCO.CCO" lumo_ev=-0.0590 e_above_lowest_kj_mol=0.0 max_force_ha_per_bohr=0.021 total_energy_ha=-2191.2265 multiplicity=1
C 3.067 -1.710 2.492
C 3.387 -2.326 1.138
C 2.404 -1.998 -0.008
I 3.389 -1.037 -1.687
N 1.202 -1.310 0.388
C 1.176 0.078 0.639
O 2.108 0.765 0.915
C -0.237 0.495 0.486
C -0.840 1.703 0.795
C -2.208 1.801 0.567
C -2.944 0.728 0.062
C -2.337 -0.504 -0.228
C -3.140 -1.678 -0.701
C -3.558 -2.544 0.490
F -2.497 -3.295 0.950
C -0.964 -0.574 -0.019
C 0.009 -1.680 -0.255
O -0.144 -2.663 -0.921
H 3.465 -0.705 2.578
H 2.005 -1.688 2.707
H 3.549 -2.298 3.269
H 3.389 -3.409 1.250
H 4.390 -2.070 0.821
H 2.064 -2.927 -0.440
H -0.265 2.520 1.201
H -2.745 2.709 0.788
H -4.008 0.820 -0.099
H -4.052 -1.370 -1.206
H -2.549 -2.300 -1.366
H -4.360 -3.217 0.194
H -3.895 -1.896 1.296
C -3.574 3.377 4.127
C -2.214 4.021 3.949
O -2.013 4.445 2.593
H -3.677 2.518 3.462
H -3.714 3.047 5.157
H -4.371 4.084 3.881
H -1.421 3.311 4.177
H -2.108 4.879 4.618
H -2.701 5.084 2.380
C -8.438 1.435 0.927
C -7.135 2.209 0.902
O -6.083 1.459 0.291
H -8.311 0.494 1.463
H -9.227 2.011 1.413
H -8.765 1.194 -0.087
H -6.802 2.433 1.914
H -7.261 3.156 0.368
H -6.353 1.262 -0.612
C 0.880 -3.238 -5.398
C 1.943 -4.265 -5.061
O 2.593 -3.958 -3.826
H 1.322 -2.243 -5.457
H 0.402 -3.468 -6.352
H 0.110 -3.210 -4.623
H 2.721 -4.276 -5.823
H 1.505 -5.267 -5.002
H 1.926 -3.946 -3.132
C 0.167 7.785 1.794
C 1.154 6.721 2.239
O 0.688 6.012 3.381
H -0.020 8.492 2.603
H 0.544 8.334 0.929
H -0.789 7.331 1.524
H 2.103 7.175 2.523
H 1.346 6.014 1.425
H -0.146 5.594 3.141
C -0.412 5.576 8.346
C -1.762 5.922 7.748
O -2.577 4.764 7.569
H 0.113 4.863 7.710
H 0.207 6.467 8.458
H -0.532 5.114 9.329
H -1.638 6.366 6.761
H -2.289 6.643 8.382
H -2.710 4.360 8.432
C 6.428 -4.307 -4.405
C 6.093 -2.841 -4.610
O 4.770 -2.672 -5.102
H 6.315 -4.857 -5.340
H 7.451 -4.433 -4.045
H 5.747 -4.755 -3.677
H 6.760 -2.394 -5.347
H 6.206 -2.290 -3.669
H 4.164 -3.050 -4.447
C 3.677 -6.876 -7.536
C 4.717 -7.925 -7.187
O 5.450 -7.571 -6.018
H 4.152 -5.906 -7.686
H 3.135 -7.147 -8.444
H 2.954 -6.766 -6.724
H 5.447 -8.023 -7.989
H 4.241 -8.901 -7.039
H 4.825 -7.488 -5.292


# 2
36
Properties=species:S:1:pos:R:3 method="wB97M-V/def2-TZVPD" homo_lumo_gap_ev=8.50 e_homo_ha=-0.6254 lumo_ev=-8.5198 e_above_lowest_kj_mol=33.3 total_charge=+2 max_force_ha_per_bohr=0.021 total_energy_ha=-896.4096 multiplicity=1
Pd 0.330 -0.237 0.144
C -2.650 0.973 0.986
C -2.748 0.640 -0.493
O -1.674 -0.278 -0.820
C -2.024 -1.633 -1.196
C -1.181 -2.601 -0.392
O 0.180 -2.083 -0.493
C 1.285 -2.828 0.111
C 2.523 -1.986 -0.162
O 2.229 -0.661 0.390
C 3.130 0.472 0.154
C 2.302 1.613 -0.404
O 1.120 1.688 0.439
C 0.195 2.772 0.181
C -0.878 2.632 1.245
O -1.297 1.271 1.293
H -2.917 0.112 1.600
H -3.311 1.800 1.253
H -2.606 1.517 -1.125
H -3.706 0.187 -0.743
H -1.828 -1.735 -2.263
H -3.080 -1.820 -1.006
H -1.206 -3.605 -0.819
H -1.456 -2.635 0.664
H 1.354 -3.807 -0.365
H 1.094 -2.946 1.180
H 2.721 -1.885 -1.230
H 3.395 -2.391 0.351
H 3.920 0.168 -0.532
H 3.555 0.723 1.124
H 1.994 1.448 -1.441
H 2.857 2.551 -0.338
H -0.177 2.660 -0.841
H 0.723 3.722 0.282
H -1.708 3.310 1.044
H -0.461 2.872 2.224